DFT (the ωB97M-V functional and the def2-TZVPD basis) results for a cluster of 5 separate species, C3H17NO4 in total in a non-equilibrium geometry.

**Frontier orbital gap**: 8.8 eV
**HOMO level**: -8.46 eV
**Charge**: 0
**Multiplicity**: 1
**SMILES**: CN(C)C.O.O.O.O

Cartesian coordinates (Å):
C  -0.609  -0.484  0.481
N  -1.527  0.438  0.012
C  -0.801  1.699  -0.074
C  -2.065  0.299  -1.278
H  0.365  -0.134  0.953
H  -0.214  -1.511  -0.142
H  -1.054  -1.051  1.361
H  -1.532  2.566  -0.383
H  -0.290  2.046  0.803
H  -0.078  1.813  -0.866
H  -1.548  -0.393  -2.065
H  -2.040  1.139  -1.968
H  -3.152  0.039  -1.116
O  2.234  -2.095  -0.508
H  3.090  -2.489  -0.682
H  2.099  -2.319  0.397
O  1.341  1.098  -2.312
H  1.650  0.351  -2.926
H  2.015  1.727  -2.264
O  -2.116  -2.286  3.706
H  -2.091  -1.285  3.584
H  -1.371  -2.323  4.376
O  2.829  1.252  0.584
H  2.987  0.870  -0.277
H  1.880  1.034  0.605

Atomic forces in eV per Å
2.596 -6.612 2.418
1.888 3.338 -0.637
-1.710 3.739 -0.652
-2.251 -2.593 -3.276
-1.234 0.247 -0.923
-1.309 3.199 0.636
0.312 0.515 -0.721
0.958 -1.538 0.974
-0.097 -0.229 0.968
0.383 -0.842 -0.452
-0.697 0.098 1.988
-0.124 0.931 0.876
0.967 -0.186 -0.937
0.260 0.210 -0.980
0.267 -0.064 -0.285
-0.426 -0.136 1.220
-1.024 -3.356 -1.482
-0.547 1.813 1.422
1.786 1.500 -0.115
1.752 2.347 1.217
-0.499 -1.824 -0.186
-1.257 -0.515 -1.033
-0.887 -0.192 -0.097
0.663 -0.213 -0.441
0.228 0.362 0.497



DFT (the ωB97M-V functional and the def2-TZVPD basis) results for a cluster of 2 separate species, C7H8NO6 in total in a non-equilibrium geometry.

**Frontier orbital gap**: 3.4 eV
**HOMO level**: -2.17 eV
**Charge**: -1
**Multiplicity**: 1

Cartesian coordinates (Å):
O  0.728  -2.197  -0.675
C  -0.138  -1.160  -0.511
O  -1.388  -1.065  -1.335
C  -2.565  -1.465  -0.547
O  -3.495  -0.368  -0.221
O  -2.882  0.661  0.293
O  0.055  -0.110  0.503
C  1.374  0.554  0.361
C  2.310  0.786  1.672
C  3.689  1.538  1.247
C  3.965  1.888  -0.293
N  3.147  1.692  -1.522
C  1.881  1.047  -1.077
H  -2.191  -2.079  0.383
H  -3.181  -2.237  -1.216
H  -2.896  1.403  -0.407
H  1.965  0.463  2.742
H  4.483  1.823  2.073
H  5.022  2.405  -0.512
H  1.106  0.866  -1.970
O  -5.609  -2.659  0.378
H  -5.380  -1.784  0.633

Atomic forces in eV per Å
-5.898 7.539 1.131
2.708 -4.921 -1.383
3.187 0.149 3.315
-1.262 -2.178 0.310
-0.861 -5.211 -2.998
2.583 5.357 1.035
2.200 -0.681 -3.078
3.381 1.173 0.422
0.758 1.413 -5.334
-2.907 -1.112 -2.125
-0.415 -0.313 0.746
-2.098 -2.038 7.721
-0.053 -0.141 0.541
-0.904 1.598 -1.460
1.017 2.085 1.657
0.019 -1.801 1.247
0.875 0.742 -2.357
-1.794 -0.665 -2.049
-2.611 -1.266 0.573
1.857 0.343 2.213
-0.053 -1.293 -0.475
0.272 1.221 0.349



DFT (the ωB97M-V functional and the def2-TZVPD basis) results for a cluster of 2 separate species, C5H14N2O in total in a non-equilibrium geometry.

**Frontier orbital gap**: 9.1 eV
**HOMO level**: -8.30 eV
**Charge**: 0
**Multiplicity**: 1
**SMILES**: N/C=C/CCCN.O

Cartesian coordinates (Å):
N  -0.277  1.817  -2.088
C  -0.363  1.019  -0.919
C  -1.502  0.670  -0.298
C  -1.815  -0.405  0.693
C  -1.312  -1.839  0.423
C  0.239  -1.884  0.476
N  0.955  -1.208  1.529
H  -0.665  2.759  -2.016
H  0.690  1.994  -2.331
H  0.451  0.292  -0.968
H  -2.231  1.470  -0.448
H  -2.867  -0.307  0.968
H  -1.352  -0.147  1.661
H  -1.696  -2.453  1.222
H  -1.687  -2.109  -0.551
H  0.536  -1.553  -0.521
H  0.553  -2.923  0.517
H  0.683  -0.230  1.620
H  0.788  -1.639  2.435
O  3.143  1.582  -0.119
H  3.233  0.623  -0.209
H  2.284  1.641  0.318

Atomic forces in eV per Å
0.356 1.434 0.551
-0.183 -2.426 -1.469
0.425 1.895 -0.112
0.616 0.356 1.280
0.231 1.601 0.588
-0.642 -0.736 -1.015
-0.046 0.613 0.287
-0.417 -0.427 0.115
0.127 -0.266 0.021
0.142 0.333 0.522
-0.586 -0.511 0.067
-0.129 -0.548 -0.462
-0.044 0.180 -0.118
-0.426 -0.495 0.068
0.054 -0.680 -0.260
0.538 0.182 0.257
-0.035 -0.247 -0.031
0.054 -0.244 -0.086
0.024 0.020 -0.212
-0.366 -0.440 0.025
0.235 0.152 -0.023
0.072 0.253 0.006



DFT (the ωB97M-V functional and the def2-TZVPD basis) results for the molecule C4H5NO.

**Frontier orbital gap**: 9.7 eV
**HOMO level**: -8.97 eV
**Charge**: 0
**Multiplicity**: 1
**SMILES**: CNC#CC=O

Cartesian coordinates (Å):
C  -1.773  0.000  -0.298
N  -0.629  0.041  -1.208
C  0.563  -0.185  -0.703
C  1.557  -0.488  -0.052
C  2.223  -0.087  1.160
O  1.664  -0.177  2.235
H  -2.577  -0.606  -0.718
H  -2.141  1.008  -0.087
H  -1.430  -0.445  0.637
H  -0.697  0.610  -2.037
H  3.240  0.329  1.071

Atomic forces in eV per Å
-0.199 -0.035 0.091
0.289 0.021 -0.106
0.287 -0.004 0.153
-0.604 0.186 -0.053
-0.073 0.016 0.209
0.404 -0.011 -0.178
0.036 0.063 0.022
0.027 -0.122 -0.033
-0.117 0.034 -0.129
-0.034 -0.073 0.013
-0.016 -0.073 0.012



Across the entries above, ΔE to the lowest compared entry with this formula, charge and spin takes the values 73.5, 235.7, 58.6, 62.5 kcal per mole, respectively.